Record 1
DFT (ωB97M-V with the def2-TZVPD basis set) results for a cluster of 2 separate species, C2H3BrCl2Si in total in a non-equilibrium geometry.

Each line ends with the natural charge from an NBO analysis.
CARTESIAN COORDINATES (ANGSTROEM)
C -0.029 -0.230 1.165  -0.313
C -0.760 -0.271 0.086  -0.717
Si -2.583 -0.521 -0.089  1.127
Cl -3.189 -2.179 0.898  -0.372
Cl -3.564 -0.549 -1.824  -0.350
Br 2.959 -1.295 -0.714  -0.010
H 1.039 -0.265 0.961  0.200
H -0.327 0.105 2.153  0.205
H -0.131 -0.267 -0.804  0.231

For the relative energy (zero: lowest compared OMol25 entry of this formula, charge and spin), the calculation gives 420.7 kJ/mol. The value obtained for the electronic energy is -3861.8637 Ha. Its largest force on an atom is 2.58 eV Å⁻¹. The calculation puts the LUMO energy (spin up / spin down) at -0.742 / -3.993 eV. The value obtained for the HOMO energy (spin up / spin down) is -10.84 / -7.34 eV.

---

Record 2
DFT (ωB97M-V with the def2-TZVPD basis set) results for a cluster of 2 separate species, C2H3BrClF in total in a non-equilibrium geometry.

Each line ends with the natural charge from an NBO analysis.
CARTESIAN COORDINATES (ANGSTROEM)
C -0.856 0.246 0.142  -0.774
C 0.559 0.174 -0.317  0.585
F 0.701 0.037 -1.631  -0.293
Cl 1.084 -2.429 0.285  -0.532
Br 2.087 1.022 0.564  0.181
H -0.914 -0.347 1.081  0.305
H -1.129 1.197 0.553  0.262
H -1.532 0.099 -0.676  0.266

For the relative energy (zero: lowest compared OMol25 entry of this formula, charge and spin), the calculation gives 219.4 kJ/mol. The value obtained for the electronic energy is -3211.9866 Ha. Its largest force on an atom is 2.19 eV Å⁻¹. The calculation puts the LUMO energy (spin up / spin down) at -2.004 / -2.002 eV. The value obtained for the HOMO energy (spin up / spin down) is -9.52 / -9.52 eV.

---

Record 3
DFT (ωB97M-V with the def2-TZVPD basis set) results for a cluster of 2 separate species, C2H3BrClF in total in a non-equilibrium geometry.

Each line ends with the natural charge from an NBO analysis.
CARTESIAN COORDINATES (ANGSTROEM)
C 0.289 0.024 0.024  -0.787
C 1.606 -0.132 0.608  0.572
F 1.884 0.223 1.814  -0.247
Cl 2.367 2.564 -0.247  -0.720
Br 2.981 -0.972 -0.200  0.294
H -0.306 -1.007 0.137  0.277
H -0.044 1.028 0.441  0.317
H 0.283 0.076 -1.052  0.293

For the relative energy (zero: lowest compared OMol25 entry of this formula, charge and spin), the calculation gives 259.4 kJ/mol. The value obtained for the electronic energy is -3211.9714 Ha. Its largest force on an atom is 2.63 eV Å⁻¹. The calculation puts the LUMO energy (spin up / spin down) at -2.248 / -2.246 eV. The value obtained for the HOMO energy (spin up / spin down) is -8.71 / -8.71 eV.

---

Record 4
DFT (ωB97M-V with the def2-TZVPD basis set) results for a cluster of 2 separate species, C2H3BrF2 in total in a non-equilibrium geometry.

Each line ends with the natural charge from an NBO analysis.
CARTESIAN COORDINATES (ANGSTROEM)
C 0.141 0.775 -0.183  -0.516
C 1.247 0.077 -0.307  0.306
F 1.291 -1.141 -0.966  -0.343
Br 2.944 0.443 0.478  0.055
H 0.330 1.780 0.181  0.237
H -0.807 0.266 -0.442  0.256
F -2.172 -1.001 0.843  -0.558
H -2.974 -1.199 0.396  0.563

For the relative energy (zero: lowest compared OMol25 entry of this formula, charge and spin), the calculation gives 121.9 kJ/mol. The value obtained for the electronic energy is -2851.7071 Ha. Its largest force on an atom is 1.95 eV Å⁻¹. The calculation puts the LUMO energy at 0.676 eV. The value obtained for the HOMO energy is -9.70 eV.